# 1
Here is C36H54F6KN5O4S2Sb as an isolated structure from the Open Molecules 2025 dataset. Energies are from wB97M-V/def2-TZVPD.

Values from the calculation:
Molecular weight   959.8 g/mol
Highest occupied orbital energy   -2.998 eV
Relative energy (zero: lowest compared OMol25 entry of this formula, charge and spin)   27.4 kJ/mol
Lowest unoccupied orbital energy   2.2 eV
Maximum force   0.012 Eh/bohr
Charge   -1

Structure (XYZ):
```
109
Properties=species:S:1:pos:R:3:forces:R:3
Sb -1.6168 2.6583 2.6824 -0.09 0.03 0.04
K 0.7151 -0.4431 -0.1503 -0.50 -0.22 0.28
S 3.8752 0.1302 0.7538 0.10 -0.02 -0.04
S 3.8730 0.5288 -1.9586 0.02 -0.03 0.04
F 6.2960 0.0983 1.7683 0.11 0.04 0.10
F 4.5578 3.0447 -2.2890 -0.02 0.10 -0.03
F 4.6874 0.4763 3.1715 0.09 0.04 0.19
F 2.7787 2.4230 -3.3653 -0.04 0.14 -0.06
F 5.3280 2.0377 1.8104 0.10 0.11 0.11
F 2.6948 2.7577 -1.2249 -0.08 0.16 0.04
O 4.7751 0.2418 -3.0274 0.03 -0.06 -0.03
O 2.5862 -0.1268 -1.9217 0.29 0.09 -0.16
O 2.6943 0.9007 1.0614 0.03 0.14 0.02
O 3.7856 -1.2880 0.9631 -0.02 -0.07 0.02
N 4.6211 0.5415 -0.5745 -0.10 -0.03 -0.04
N -0.3246 1.2971 -2.0726 0.02 0.18 -0.14
N 1.1600 -3.3264 -0.7995 0.02 -0.10 0.14
N -2.0482 -1.1054 0.5769 -0.11 -0.07 0.00
N -0.9137 -1.5044 -2.1344 -0.06 -0.03 -0.07
C -2.7600 -1.6077 -0.4158 -0.08 -0.01 0.17
C 1.7860 -4.0159 0.1588 -0.15 0.07 -0.19
C -3.9257 1.9991 0.8987 -0.15 -0.16 -0.07
C -0.7635 1.4381 -4.4121 -0.06 0.05 -0.01
C -2.9456 4.2161 0.3715 -0.09 -0.10 -0.17
C -4.6619 -2.1519 0.9478 0.15 0.06 -0.03
C 0.3310 -3.4500 3.6199 0.04 -0.03 0.00
C 5.1392 0.7294 1.9442 -0.21 -0.16 -0.32
C -0.9544 5.7536 3.2355 0.03 0.04 -0.10
C -0.1076 -3.6429 -1.0888 0.17 0.08 0.02
C -0.3210 2.6304 -2.0272 0.04 -0.09 0.07
C 0.1312 4.6742 1.2622 0.21 0.01 -0.04
C 1.1870 -5.0625 0.8449 0.00 0.03 -0.01
C -1.7897 -2.5442 2.6279 -0.03 -0.04 0.05
C 0.2001 -1.0284 3.0066 0.08 0.04 0.04
C -3.9815 -2.2818 -0.3113 0.05 0.05 0.15
C -0.3305 4.4667 2.7071 -0.02 -0.01 -0.03
C -0.6959 -2.9448 -2.2905 -0.04 0.09 0.07
C -3.3886 3.2932 1.5035 0.09 0.08 0.11
C -3.3931 1.2659 4.6647 -0.02 -0.11 -0.03
C -0.8082 -4.6182 -0.3950 -0.04 -0.11 0.03
C -0.4773 -0.8007 -3.3300 0.04 -0.01 0.05
C -0.2654 -2.4345 2.6490 0.01 0.03 0.00
C -2.4668 2.4829 4.7366 0.00 -0.05 -0.06
C 0.9198 4.1106 3.5156 0.05 0.06 -0.12
C -1.3158 2.1377 5.6854 -0.03 -0.04 0.00
C -4.0278 -1.6309 2.0176 0.00 0.01 -0.16
C -3.2469 3.6537 5.3285 -0.08 -0.05 0.07
C -0.7559 2.8197 -4.3540 0.00 0.03 -0.02
C -0.5329 3.4366 -3.1337 0.00 -0.02 0.04
C 3.4532 2.3022 -2.2191 0.08 -0.29 0.04
C -0.1417 -5.3490 0.5757 -0.02 0.00 0.01
C -2.3188 -1.2214 -1.8136 0.13 -0.02 0.00
C -2.5380 -1.3866 1.9398 -0.02 -0.07 -0.09
C -4.4989 3.9887 2.2845 -0.07 0.02 -0.09
C -0.5446 0.7070 -3.2492 0.05 0.00 0.11
H -4.9339 3.3404 3.0475 0.03 0.03 -0.10
H -0.1822 -0.3074 2.2847 0.02 0.09 0.12
H -2.6005 5.1852 0.7374 -0.09 -0.04 -0.03
H -3.5088 3.4054 6.3688 0.01 0.03 -0.07
H 0.0195 -3.1035 -3.0981 0.03 0.00 -0.06
H -2.4785 -0.1450 -1.9027 0.05 0.02 0.01
H 1.3925 3.1968 3.1413 -0.02 0.05 0.02
H -1.8946 5.9961 2.7319 0.05 0.00 0.03
H 1.6553 4.9241 3.4230 -0.06 -0.08 0.01
H -2.6738 4.5764 5.3525 0.11 0.11 -0.01
H 0.5730 -1.0585 -3.5017 -0.01 0.00 -0.02
H -3.1689 1.4452 0.3351 0.00 0.04 0.01
H -1.8576 -4.7834 -0.6122 0.05 0.01 0.02
H -1.7277 1.7093 6.6099 0.03 0.02 -0.04
H -3.8459 1.0967 5.6531 0.03 0.01 -0.08
H -0.0424 -4.4595 3.4240 0.02 0.06 0.00
H 0.0549 -3.1885 4.6479 0.01 -0.01 -0.05
H -0.5143 4.5137 -3.0349 0.00 -0.01 0.00
H -4.7628 2.2322 0.2225 0.08 -0.03 0.04
H 0.7147 3.9775 4.5737 -0.08 -0.04 0.17
H -0.9403 0.9202 -5.3461 0.00 0.00 0.00
H -5.7194 -2.3938 1.0063 -0.02 0.00 0.01
H -2.1556 -2.5819 3.6674 0.02 -0.02 -0.07
H -1.0413 -1.1179 -4.2221 -0.05 -0.01 -0.07
H -1.6302 -3.4430 -2.5768 -0.04 -0.02 0.00
H -0.6606 -6.1242 1.1268 0.00 0.00 0.00
H -4.1793 3.8495 4.8001 0.12 -0.02 0.10
H -0.7490 3.0227 5.9695 0.10 0.09 -0.02
H -4.2068 1.3924 3.9442 0.05 -0.01 0.06
H -5.3093 4.2515 1.5869 0.07 -0.01 0.06
H -2.0872 -3.4899 2.1583 0.02 0.03 0.00
H -2.1550 3.7674 -0.2412 -0.17 0.07 0.10
H -4.3039 1.3016 1.6526 0.03 0.04 -0.03
H -4.5521 -1.4103 2.9441 0.01 -0.02 -0.03
H 1.4247 -3.4704 3.5605 -0.07 0.00 0.00
H -0.1173 3.0763 -1.0543 -0.06 -0.12 -0.18
H 0.0933 -2.6574 1.6402 0.00 -0.05 0.01
H -0.1904 -0.7304 3.9870 0.04 -0.02 -0.01
H -0.6712 4.9925 0.6005 0.18 0.00 0.05
H -3.8024 4.3989 -0.2931 0.04 -0.02 0.04
H 1.2941 -0.9565 3.0386 -0.11 -0.02 0.00
H 2.8031 -3.7085 0.3797 -0.03 0.01 -0.02
H -0.9221 3.4072 -5.2493 0.00 -0.01 0.02
H 0.5814 3.7595 0.8561 -0.03 0.11 0.06
H 0.9086 5.4527 1.2396 -0.05 -0.08 0.02
H -4.1604 4.9118 2.7639 -0.01 -0.05 -0.02
H -1.1469 5.6982 4.3043 -0.06 -0.03 0.12
H -2.8497 0.3562 4.3887 -0.06 0.09 0.02
H -2.3028 -0.5000 2.5404 0.02 0.12 0.01
H 1.7394 -5.6061 1.5998 0.00 0.01 -0.01
H -0.6229 1.4062 5.2608 -0.03 0.00 0.00
H -2.9760 -1.7142 -2.5466 0.00 -0.02 -0.05
H -4.5154 -2.5835 -1.2028 -0.01 0.00 -0.01
H -0.2644 6.5972 3.0765 -0.05 -0.08 0.00
```
Forces are in eV/Å.



# 2
Here is C36H54MnN11O2S as an isolated structure from the Open Molecules 2025 dataset. Energies are from wB97M-V/def2-TZVPD.

Values from the calculation:
Molecular weight   759.9 g/mol
Highest occupied orbital energy (alpha / beta)   -9.757 / -9.806 eV
Relative energy (zero: lowest compared OMol25 entry of this formula, charge and spin)   26.9 kJ/mol
Lowest unoccupied orbital energy (alpha / beta)   -1.7 / -1.7 eV
Maximum force   0.021 Eh/bohr
2S+1   6
Charge   +1

Structure (XYZ):
```
105
Properties=species:S:1:pos:R:3:forces:R:3
Mn 1.1523 -0.2766 -0.0481 0.00 0.13 0.18
S 4.1341 1.4866 -1.4559 0.64 -0.64 -0.54
O 2.9743 0.9855 -0.6519 -0.19 0.08 0.16
O 2.2806 -1.6747 0.6723 -0.26 0.20 -0.06
N 0.2014 -0.5006 -1.9687 0.00 0.23 0.20
N -1.6478 -1.9366 -2.3556 0.12 0.12 0.08
N -4.4339 -4.3016 3.2545 -0.16 -0.23 -0.14
N 0.4891 -2.7902 -2.2676 0.13 0.15 0.41
N -0.6970 -0.8678 1.3893 0.35 0.18 -0.11
N -1.3726 -1.5359 3.3707 -0.09 -0.03 0.05
N -3.1953 -4.0520 3.3986 0.06 0.11 0.01
N 0.3795 1.8530 0.0191 0.16 -0.60 -0.11
N 1.9243 2.7705 1.5151 0.07 -0.22 -0.20
N 1.2639 4.0321 -0.2946 -0.05 -0.07 0.07
N -3.0431 -3.0035 4.2443 0.04 0.09 0.20
C 1.0906 4.0842 -1.7315 0.06 0.05 -0.02
C 5.5625 0.4536 -0.9714 -0.22 0.30 0.07
C 3.1635 -2.6822 0.9965 0.02 0.18 -0.08
C -0.9852 1.7353 -2.0960 -0.08 -0.07 -0.01
C -6.5385 -3.2703 4.2020 -0.07 -0.03 -0.01
C -1.2838 1.2245 -4.8655 -0.09 0.11 -0.05
C -4.2634 -2.5475 4.6537 -0.15 -0.28 -0.32
C 3.9133 0.7669 -3.1228 -0.08 0.32 0.21
C -1.8931 2.4895 -2.9046 0.14 -0.16 0.14
C 3.0580 1.6773 -3.9912 -0.03 -0.04 0.06
C 1.1198 5.3068 0.3854 0.00 -0.03 -0.03
C -2.1583 -2.8833 -3.3284 -0.03 -0.05 -0.04
C 1.1518 2.8452 0.3940 0.09 0.34 0.11
C -4.6841 -1.5156 5.4916 -0.02 0.10 0.07
C 3.2313 3.4194 1.5574 -0.03 -0.04 0.00
C 0.0888 -4.0646 -1.6822 0.03 -0.08 -0.03
C 6.0432 0.8501 0.4153 -0.08 0.00 -0.02
C -2.0058 2.2280 -4.2896 0.00 -0.07 -0.12
C -0.4065 0.5660 -2.6898 -0.03 -0.30 -0.30
C -0.3174 -1.7029 -2.1907 -0.12 -0.12 -0.24
C -0.6594 -1.8566 2.2596 -0.05 -0.12 -0.09
C -6.0452 -1.3930 5.6660 0.14 0.05 0.03
C -0.7413 2.2182 -0.7669 -0.35 0.28 0.25
C -1.4824 0.1195 1.9521 -0.17 -0.08 0.05
C -6.9569 -2.2582 5.0346 -0.13 -0.08 -0.06
C 1.9268 -2.6008 -2.4260 0.03 0.09 -0.12
C -5.1630 -3.4077 4.0074 0.32 0.34 0.31
C -2.7001 3.4957 -2.3224 -0.03 0.13 0.09
C -1.5874 3.1721 -0.2361 0.14 -0.20 0.01
C -2.6468 -1.0828 -1.7408 -0.02 0.09 0.00
C -1.7370 -2.4374 4.4470 -0.06 -0.03 -0.21
C 1.8342 1.6046 2.3786 -0.22 0.01 -0.12
C -0.5163 0.3783 -4.0549 0.00 0.03 0.25
C -1.9179 -0.2822 3.1707 0.03 0.14 -0.05
C -0.0130 -3.1773 2.0507 -0.07 -0.07 -0.02
C -2.5935 3.7861 -0.9948 -0.09 0.05 -0.14
H 0.7338 -4.2988 -0.8314 0.01 0.03 -0.04
H 3.3514 3.9631 2.4955 0.00 0.00 0.00
H -6.4281 -0.6132 6.3111 0.01 0.00 -0.01
H 4.0673 -2.6638 0.3630 0.00 -0.05 0.03
H 3.3447 4.1092 0.7286 0.01 -0.01 0.00
H -0.7733 -3.9573 1.9676 0.00 0.00 0.06
H -2.2140 -0.5588 -0.8913 0.00 -0.01 -0.02
H 0.1746 -4.8728 -2.4104 -0.01 0.01 -0.01
H -3.2425 4.5194 -0.5338 0.02 0.02 -0.02
H -1.0186 -3.2508 4.4860 0.04 0.02 0.02
H 1.2503 5.1814 1.4568 0.00 0.03 -0.01
H 2.0810 1.8469 -3.5363 0.05 -0.05 -0.08
H 0.0929 4.4256 -2.0261 0.02 -0.02 0.00
H 2.1146 -1.9277 -3.2622 -0.03 -0.02 0.01
H 0.6560 -3.4337 2.8732 0.04 0.00 -0.03
H -1.7281 -1.8988 5.3918 -0.01 0.00 0.01
H 2.2074 0.6983 1.8839 0.15 0.01 0.12
H 0.1205 5.7184 0.2007 0.02 0.01 -0.01
H 2.7155 -3.6839 0.8760 0.06 -0.02 0.02
H -1.4209 3.4950 0.7858 0.02 -0.03 0.00
H 5.2282 -0.5844 -1.0063 -0.05 -0.01 -0.07
H -1.3346 1.0442 -5.9316 -0.03 0.00 0.01
H -3.4127 4.0176 -2.9486 0.01 -0.02 -0.02
H 4.9009 0.6107 -3.5565 0.02 0.00 0.03
H -3.9901 -0.8453 5.9828 -0.01 -0.02 0.02
H -3.4611 -1.7150 -1.3805 0.01 0.01 0.01
H -2.6701 2.8447 -4.8817 0.00 0.00 0.02
H -8.0138 -2.1175 5.2174 0.01 -0.02 -0.02
H -2.8014 -3.6285 -2.8538 0.02 -0.01 -0.02
H 2.4438 1.7810 3.2618 0.00 0.02 0.03
H -2.5504 0.1964 3.8989 0.00 -0.04 0.00
H -0.0290 -0.4847 -4.4945 0.01 -0.01 0.01
H -3.0609 -0.3530 -2.4424 0.04 0.01 -0.04
H -2.7496 -2.3459 -4.0760 0.00 -0.01 0.01
H 0.8074 1.4374 2.6909 -0.10 -0.03 -0.01
H -1.3396 -3.3883 -3.8341 -0.01 0.01 0.02
H 6.3256 1.9040 0.4332 0.02 -0.02 0.06
H 1.8296 4.7793 -2.1385 -0.02 0.00 -0.01
H -1.6978 1.0351 1.4296 0.05 0.04 0.03
H 2.3770 -3.5661 -2.6494 -0.03 -0.03 -0.04
H 3.5060 -2.6100 2.0397 0.01 -0.03 -0.02
H 2.3850 -2.1938 -1.5202 0.00 -0.09 0.00
H 3.4305 -0.1933 -2.9385 0.07 -0.04 0.03
H 6.9125 0.2593 0.7007 0.00 -0.01 -0.02
H 0.5716 -3.1287 1.1367 0.01 0.06 0.08
H 4.0174 2.6636 1.4878 0.00 0.00 0.02
H 5.2636 0.6772 1.1575 -0.01 -0.01 0.00
H 2.8902 1.2238 -4.9682 0.00 -0.02 0.01
H 1.2722 3.1007 -2.1585 -0.02 0.10 0.05
H 1.8592 6.0205 0.0152 0.01 0.01 0.04
H -7.2387 -3.9398 3.7216 0.01 0.00 -0.01
H 3.5495 2.6381 -4.1467 -0.03 0.02 0.00
H -0.9377 -4.0098 -1.3324 0.01 -0.01 0.02
H 6.3351 0.6255 -1.7225 -0.02 -0.02 -0.03
```
Forces are in eV/Å.